# 1
{"formula": "H80O40", "method": "ωB97M-V/def2-TZVPD", "homo_lumo_gap_ha": 0.34113, "multiplicity": 1, "e_above_lowest_kj_mol": 1747.6, "species": ["O", "O", "H", "H", "H", "H", "H", "H", "H", "H", "H", "H", "H", "O", "H", "H", "H", "O", "H", "H", "H", "O", "O", "H", "H", "H", "O", "O", "H", "O", "H", "H", "H", "H", "H", "O", "H", "O", "H", "H", "H", "O", "H", "O", "H", "O", "O", "O", "H", "H", "O", "H", "H", "H", "H", "O", "H", "O", "O", "H", "O", "O", "O", "H", "H", "H", "H", "H", "H", "O", "H", "O", "H", "H", "H", "H", "H", "H", "O", "O", "O", "O", "H", "O", "H", "H", "O", "H", "H", "H", "O", "H", "H", "H", "H", "O", "H", "H", "H", "H", "O", "H", "H", "O", "H", "H", "O", "O", "H", "H", "O", "H", "O", "H", "H", "O", "H", "H", "H", "H"], "coordinates": [[-0.16, -1.18, -2.08], [2.36, -4.28, 3.41], [2.73, -0.40, -4.80], [-0.95, 0.43, -5.35], [0.06, 5.58, 3.95], [5.51, 1.85, -3.32], [3.87, -1.48, -2.43], [-4.99, 0.59, -3.25], [-2.47, -3.58, 0.44], [0.12, 2.60, -0.79], [-2.37, -2.12, 5.96], [-3.48, -1.60, -1.66], [1.54, -4.28, 2.94], [-1.26, -0.19, 2.93], [0.86, -3.03, 3.81], [1.33, 1.33, 2.39], [-0.74, 0.71, 2.96], [-1.72, 3.70, -2.97], [-0.63, -0.89, -1.42], [1.25, -5.08, 0.94], [2.40, -0.84, 2.32], [1.69, -0.96, -0.10], [1.60, 4.17, -3.04], [-1.23, -2.45, -1.85], [-0.33, -1.66, 1.75], [-0.43, -2.74, -5.97], [-4.26, -0.47, -4.43], [6.53, 0.64, -0.23], [-4.03, -3.16, 0.12], [2.88, -1.23, -4.49], [-5.04, -1.19, 0.64], [-1.27, -0.29, -3.82], [3.21, -1.87, -5.08], [2.41, -1.47, -0.69], [1.04, -2.13, 1.21], [-5.69, -0.82, 1.32], [-5.74, -0.12, -2.08], [2.99, 2.12, -3.39], [-4.24, 2.28, -2.45], [-5.41, 1.67, -0.08], [2.91, 2.90, -3.96], [1.28, 4.65, -0.07], [-3.58, 0.09, -5.02], [-0.30, 1.86, -1.26], [0.66, -1.38, -1.56], [3.40, -0.58, -2.06], [5.69, -2.48, 2.19], [-2.09, -1.19, 6.29], [-0.41, -2.14, -4.67], [0.62, 4.95, 1.98], [-1.81, -2.88, -1.29], [-0.47, -6.76, -0.53], [-4.97, 3.74, -2.77], [-4.20, -1.41, -4.53], [-1.40, -5.74, -0.24], [-1.00, 0.13, 0.56], [2.19, 5.25, 1.85], [-5.68, 0.78, -2.60], [-1.77, 2.38, 2.62], [1.65, 4.14, -2.12], [-1.66, 0.09, -4.71], [-4.12, -2.20, -1.45], [1.42, -0.55, 6.09], [-0.25, -2.23, 4.36], [1.10, -1.36, 5.63], [-2.05, 2.96, -2.44], [-2.47, -3.72, -1.38], [-1.82, 0.52, 1.07], [4.93, 3.51, 0.20], [0.87, -4.47, 0.25], [-5.90, 2.42, -1.44], [-1.41, -6.70, -0.17], [-1.07, 2.73, 1.91], [3.04, -4.25, 2.74], [5.75, 0.61, 0.42], [0.36, 5.18, -0.22], [0.21, -3.85, 0.73], [-0.74, 2.64, -1.70], [3.17, -1.29, 1.76], [3.87, -3.55, -0.23], [4.08, 3.08, -0.17], [-3.31, 1.38, -0.76], [5.91, 0.85, -1.00], [-0.65, 1.62, 5.60], [5.08, 3.07, -2.68], [1.81, 5.25, 0.25], [0.21, -2.40, 1.65], [-4.01, -2.93, -2.13], [0.67, 4.20, -3.33], [2.91, -3.33, -0.18], [-3.37, -3.94, 0.34], [-1.58, 5.26, 4.05], [2.12, -0.15, -0.18], [5.74, -2.77, 1.25], [-0.66, 2.57, 5.76], [0.34, -2.91, 4.53], [-1.56, 2.74, 3.48], [2.99, -0.13, -2.69], [-5.18, -1.27, 1.99], [-2.48, 1.39, -0.62], [-4.11, 3.03, -3.04], [-2.62, 3.84, -3.51], [1.22, 1.02, 0.78], [-5.53, 2.50, -0.49], [2.33, 2.05, -2.75], [4.96, -2.00, 2.26], [0.12, -2.78, -5.27], [1.46, 5.35, 2.33], [3.75, -4.16, -1.02], [3.72, -0.53, 1.37], [-0.69, 4.94, 3.97], [-1.36, -1.36, 5.68], [0.80, 1.56, 1.57], [2.38, -0.74, 5.91], [-0.71, 1.21, 6.43], [5.85, 2.51, -2.57], [-0.46, 0.92, 0.76], [-2.10, 0.03, 3.24], [-3.94, 1.88, -0.13], [3.98, 2.17, 0.07]]}

=====

# 2
{"formula": "H80O40", "method": "ωB97M-V/def2-TZVPD", "homo_lumo_gap_ha": 0.34813, "multiplicity": 1, "e_above_lowest_kj_mol": 1547.9, "species": ["O", "O", "O", "H", "H", "H", "O", "H", "H", "O", "H", "O", "O", "O", "H", "O", "H", "H", "H", "H", "H", "O", "O", "H", "H", "O", "H", "H", "O", "H", "H", "H", "H", "O", "H", "H", "H", "H", "H", "H", "H", "O", "H", "H", "O", "H", "H", "O", "H", "H", "O", "H", "O", "H", "O", "H", "H", "H", "O", "H", "H", "O", "O", "O", "O", "O", "H", "H", "H", "O", "H", "H", "H", "O", "H", "H", "H", "H", "O", "O", "H", "H", "H", "H", "H", "H", "O", "O", "H", "H", "H", "O", "H", "H", "H", "O", "H", "H", "H", "H", "O", "O", "H", "H", "H", "H", "H", "H", "H", "H", "O", "H", "O", "H", "H", "H", "O", "O", "H", "H"], "coordinates": [[3.61, 3.66, -1.22], [0.73, 0.66, -0.76], [0.63, 0.54, -5.32], [1.26, 4.68, 1.67], [-2.30, 5.04, -1.61], [-5.73, -1.87, 0.65], [0.22, 4.24, -4.15], [-1.43, -2.67, -1.40], [3.24, 3.58, 3.09], [5.68, -1.39, -2.04], [-6.42, -1.16, 1.96], [-2.85, -0.02, -0.63], [-4.39, 1.77, -0.40], [-2.85, 4.69, -2.38], [3.69, -4.31, 1.92], [2.07, 2.01, -3.25], [1.82, 3.25, 2.83], [-3.54, -1.42, 4.40], [2.38, -4.03, -0.50], [2.93, -2.69, -1.19], [-1.84, 3.75, 5.63], [0.05, -4.70, -3.13], [-1.13, -3.08, -0.61], [-5.21, 2.26, -2.43], [0.13, 5.40, -0.40], [3.69, -4.12, 2.78], [-1.39, -5.01, 2.77], [-2.74, 4.18, 1.76], [-1.71, 0.38, 4.51], [-0.25, -4.49, 2.13], [-0.86, -2.15, 2.47], [-0.23, 6.89, -1.02], [0.72, -3.25, 1.86], [-0.12, 5.87, -1.22], [4.87, 0.30, 5.13], [0.00, -1.51, 3.59], [-0.32, 4.05, -3.31], [0.69, -1.44, -4.84], [-2.00, 2.19, -4.07], [1.41, -2.51, -5.18], [-3.68, -0.23, -0.22], [-1.22, -5.77, 0.77], [2.04, -2.49, 1.36], [1.05, 1.35, -5.00], [-1.08, 3.17, 6.08], [-0.13, -3.02, -0.78], [-1.34, -6.69, 0.52], [-0.09, 2.97, 0.16], [2.96, 3.57, -0.52], [5.49, -2.37, 0.44], [4.03, -5.25, -0.32], [5.50, -3.22, -0.84], [-5.75, -1.38, 1.34], [-1.50, -0.42, 4.92], [4.82, -0.32, 4.36], [3.64, -3.14, 3.07], [-3.40, 0.39, 2.52], [2.01, -4.27, -2.63], [-4.68, 4.06, 0.72], [-4.68, 3.89, 1.63], [3.27, 1.60, 1.89], [1.06, -2.28, -4.43], [-1.24, -1.43, -5.24], [2.65, -2.24, 4.26], [3.83, 0.94, 1.38], [-0.26, 1.95, 2.90], [4.28, 3.71, -0.52], [-4.01, 1.84, 0.41], [-2.42, -0.68, -2.72], [5.06, -3.09, 0.04], [-0.13, 2.20, -0.47], [-1.57, 0.46, 3.65], [-2.55, -0.15, 1.23], [2.12, -3.14, -0.68], [4.59, 0.03, 3.50], [-1.33, 2.24, 5.88], [-1.13, -0.42, -2.79], [4.87, -4.70, -0.15], [2.90, -4.47, -2.77], [-2.84, 0.70, 1.71], [-0.08, 0.03, -5.00], [2.17, -2.07, 5.10], [-1.25, -2.39, -5.09], [-0.30, 1.78, 3.87], [2.10, -2.75, 3.64], [0.96, 6.11, 1.93], [-4.40, -1.20, 4.14], [-1.67, -1.17, -2.74], [-5.02, 1.06, -3.31], [-4.46, -1.50, 3.28], [-1.29, -5.11, 0.08], [-0.62, -1.28, 2.94], [0.01, 1.03, 2.51], [-3.46, 4.02, -1.76], [2.96, -5.43, -3.25], [1.26, 5.51, 1.32], [3.34, 0.75, 0.68], [-2.33, 2.73, 2.37], [-0.71, -4.84, -3.75], [5.10, -0.77, -1.71], [-0.73, -4.29, 2.81], [-5.74, 1.55, -2.90], [-1.79, -0.96, -4.57], [-5.39, 4.04, 0.12], [-0.30, 3.75, -4.79], [3.86, -4.97, -1.27], [-2.52, 2.86, -5.53], [0.31, -3.91, -3.70], [1.60, 2.74, -3.53], [-5.17, 1.17, -0.32], [1.28, -2.41, 1.84], [2.84, 2.00, -2.88], [2.69, 2.83, 2.81], [5.46, -1.27, -2.97], [-0.52, 2.93, 1.00], [0.27, -0.19, -0.33], [-1.74, 2.37, -5.07], [-2.73, 3.55, 2.57], [-2.53, -0.98, -0.93], [1.13, 0.56, -1.54]]}

=====

# 3
{"formula": "H80O40", "method": "ωB97M-V/def2-TZVPD", "homo_lumo_gap_ha": 0.36111, "multiplicity": 1, "e_above_lowest_kj_mol": 1025.2, "species": ["O", "H", "O", "H", "H", "O", "H", "H", "O", "H", "H", "H", "H", "H", "O", "H", "H", "O", "H", "H", "H", "H", "O", "H", "H", "O", "O", "H", "H", "H", "H", "H", "O", "O", "H", "H", "H", "H", "O", "O", "O", "O", "O", "H", "O", "O", "H", "O", "H", "H", "H", "H", "H", "O", "O", "H", "H", "H", "H", "O", "H", "H", "H", "H", "H", "O", "H", "H", "O", "H", "O", "H", "O", "H", "O", "H", "H", "O", "H", "H", "H", "O", "H", "O", "H", "H", "H", "H", "H", "H", "O", "H", "O", "H", "H", "H", "H", "H", "H", "H", "O", "O", "O", "H", "H", "H", "H", "O", "O", "O", "H", "H", "H", "H", "H", "O", "H", "H", "O", "H"], "coordinates": [[1.35, -1.07, 0.06], [0.03, 3.12, 4.32], [-2.79, 2.60, -0.53], [-1.21, -0.30, -0.72], [-5.12, 2.72, 1.41], [-0.63, 2.30, -3.10], [1.09, -3.39, -1.91], [-1.95, -3.32, -5.21], [-2.60, -0.84, -3.71], [-1.79, -1.15, -3.30], [0.82, 4.53, 3.01], [-1.97, -3.96, -2.88], [1.44, -0.60, 3.10], [2.34, -3.20, -2.86], [-2.59, -2.47, 4.91], [1.92, -1.49, 0.71], [3.11, -3.20, 5.36], [-2.64, -2.99, -5.80], [-3.34, -0.72, -3.14], [0.17, 5.13, -3.00], [3.47, 0.65, 1.90], [-0.58, 1.02, -4.63], [3.12, -2.21, -4.63], [6.48, 1.41, 1.61], [5.92, 2.94, 2.04], [1.04, 0.13, 5.97], [-0.91, -2.85, 1.17], [-4.88, -3.85, 0.83], [-3.43, -0.30, 1.08], [-1.19, -1.86, -1.04], [0.94, 0.45, -1.27], [3.99, 4.27, 2.87], [-3.29, 2.18, -5.40], [0.20, -5.59, -1.32], [-1.58, 5.26, -2.81], [-0.51, 5.20, 0.88], [4.30, -0.82, -1.76], [2.36, -5.72, 2.33], [4.69, -0.77, -0.88], [3.74, -0.26, 1.75], [-5.40, 2.32, 0.58], [-4.68, -0.01, -0.93], [1.48, -5.40, 2.16], [-5.47, 1.39, 0.52], [1.31, 5.29, -1.01], [-4.02, -0.42, 1.81], [3.44, -2.24, 2.28], [3.40, -2.37, 4.99], [0.97, -0.31, 0.54], [-3.88, -4.72, 1.16], [0.48, 2.55, -0.21], [0.33, 0.41, -2.81], [-1.49, -4.74, 1.71], [1.36, 3.35, -5.46], [5.79, 2.06, 1.73], [-3.86, -0.45, -1.14], [2.93, 3.53, -2.26], [1.38, 2.38, -5.40], [2.15, 5.61, -0.68], [-1.28, 1.65, 3.00], [-0.95, 4.03, -0.12], [0.83, -6.09, 2.21], [3.56, -2.54, -5.41], [1.93, 2.17, -0.47], [0.28, -5.31, -0.41], [1.26, 2.27, 0.22], [-0.58, 2.02, -2.19], [0.74, -6.38, -1.17], [0.96, -0.14, 2.39], [-3.74, 1.13, 3.03], [0.34, 2.73, 5.16], [-1.16, -1.96, 0.89], [-0.10, 4.62, 3.30], [-4.55, 0.37, 1.77], [-0.82, 4.31, 0.79], [0.08, 3.46, 5.73], [-3.01, 1.34, -5.79], [1.38, -3.21, -2.80], [-5.21, -0.55, -0.33], [-4.16, 1.90, 4.25], [1.67, -0.15, 5.37], [-1.16, -3.92, -3.40], [-0.56, 3.29, -3.09], [2.20, -4.46, -0.11], [-1.14, 2.42, 3.56], [0.08, -0.35, 2.75], [2.63, -5.05, 0.50], [2.25, -1.86, -4.78], [1.97, -2.54, 2.61], [-0.43, -3.69, -2.80], [-4.03, 2.02, 3.30], [-3.36, -2.57, -5.39], [1.07, 0.36, -2.22], [-0.38, -3.14, 0.42], [0.55, 3.42, -5.98], [-3.59, 3.13, -0.43], [2.57, -3.60, 0.12], [-1.78, -2.79, 4.49], [2.52, 3.68, -3.72], [3.98, 3.19, 3.96], [3.08, 4.08, -3.04], [-0.72, 4.87, -2.80], [-3.95, -3.75, 1.11], [-0.39, -4.56, 2.53], [-3.14, 1.74, -0.30], [-2.52, -3.10, 5.64], [0.26, 0.60, 6.21], [2.70, -2.83, 2.07], [-1.72, -1.09, -0.90], [3.79, 4.12, 3.79], [-1.63, 2.06, 2.21], [1.35, 4.34, -1.07], [-3.54, 1.87, -4.52], [3.89, -0.86, -0.34], [4.45, -0.19, 1.11], [0.09, 0.87, -5.32], [3.28, -1.56, 5.48], [0.47, -0.01, -5.30], [-1.07, -5.23, 2.43], [-0.55, 4.39, 2.46]]}

=====

# 4
{"formula": "H80O40", "method": "ωB97M-V/def2-TZVPD", "homo_lumo_gap_ha": 0.38172, "multiplicity": 1, "e_above_lowest_kj_mol": 981.7, "species": ["H", "O", "H", "H", "O", "O", "H", "H", "H", "H", "H", "H", "H", "H", "H", "H", "H", "H", "H", "H", "H", "H", "H", "H", "H", "O", "O", "H", "H", "O", "H", "H", "O", "H", "H", "H", "O", "O", "O", "H", "H", "H", "H", "H", "H", "H", "H", "H", "H", "H", "H", "O", "H", "H", "O", "H", "H", "O", "H", "O", "H", "H", "O", "O", "H", "H", "H", "H", "O", "O", "O", "O", "H", "H", "H", "H", "H", "O", "H", "H", "O", "O", "H", "H", "H", "H", "O", "O", "O", "H", "H", "H", "O", "H", "O", "H", "H", "O", "H", "H", "H", "O", "O", "H", "O", "H", "O", "O", "O", "O", "H", "H", "O", "H", "O", "H", "O", "H", "O", "H"], "coordinates": [[-1.75, -0.97, 1.02], [0.06, -0.34, 3.81], [-2.28, 1.53, -3.07], [2.36, 0.67, -3.58], [3.64, 2.89, 1.46], [0.51, 1.31, -5.84], [-0.57, -4.04, -4.39], [4.78, -1.91, -0.93], [-0.28, 4.98, -0.25], [-5.82, 2.81, 0.89], [-1.03, -4.00, 3.07], [4.64, 1.86, -2.82], [-5.47, -0.31, 0.98], [1.37, 1.09, -6.31], [2.83, 5.71, 0.30], [-2.85, 4.42, 0.15], [1.95, -0.49, 2.85], [6.03, -1.58, -0.35], [0.01, -1.71, -0.85], [0.46, 4.69, 3.60], [-1.19, 0.15, -5.26], [-2.99, 1.81, 3.28], [-3.70, 4.52, 2.31], [-1.40, 4.28, 0.25], [0.67, 2.79, -1.82], [-1.77, 0.42, -4.55], [-6.10, 2.33, 1.67], [-3.24, 0.55, 4.31], [-6.37, 1.57, 1.18], [2.23, -2.74, -4.38], [-0.67, -4.07, 4.58], [3.41, -2.33, 1.72], [-0.12, 2.78, -2.33], [-0.88, 4.66, 2.76], [0.86, 1.24, -4.94], [4.56, -0.03, -2.83], [0.13, -4.16, -3.70], [3.50, -2.95, -1.03], [-2.71, -6.10, 1.34], [0.24, 3.09, 1.63], [4.43, -1.60, 2.63], [-2.34, 1.62, 0.58], [3.97, -3.63, -1.64], [0.58, 2.07, 2.67], [-3.56, -3.35, 4.97], [-2.15, 2.68, -2.04], [3.01, 3.40, -5.02], [2.96, -0.41, -0.78], [1.49, -3.21, 3.89], [2.39, -0.32, 1.39], [0.47, -4.90, -1.27], [-2.18, 3.92, 0.66], [-0.28, 0.94, 0.61], [0.06, -3.23, -3.27], [-4.77, 3.18, -1.24], [-0.99, -2.15, -2.19], [-2.89, 0.74, -0.72], [-0.07, -1.98, -1.84], [-4.34, 2.65, -1.94], [0.22, 0.13, 0.42], [-5.20, 2.43, -0.80], [1.49, 3.06, -4.65], [0.12, -2.80, 1.86], [2.31, 5.85, -0.52], [-2.60, 3.68, 2.86], [5.87, 2.45, -2.10], [-5.15, -2.98, -1.55], [3.02, -2.91, -4.82], [-2.66, 1.89, -2.26], [-2.07, 0.59, 6.34], [3.66, -5.45, -2.15], [-4.30, -2.52, -1.59], [0.31, -4.90, 0.21], [-4.08, -2.23, -0.65], [2.79, 5.57, -1.33], [-4.51, -1.37, 1.06], [-0.75, -2.91, 2.21], [5.34, 2.44, -2.88], [2.95, -5.47, -1.43], [3.45, -1.15, -2.98], [-4.98, -0.88, 0.42], [-0.07, 4.18, 3.00], [-2.68, -2.62, 4.17], [-0.06, -0.67, 2.95], [-2.39, -0.36, 6.44], [2.73, -3.87, 3.99], [2.60, 0.45, -0.60], [-3.59, -2.51, 4.47], [4.26, -2.41, 2.13], [1.30, 0.93, -2.49], [3.17, -4.92, -2.86], [1.76, -3.29, -3.77], [2.35, 3.35, -4.24], [2.91, 3.32, 1.00], [-3.00, 4.52, 2.99], [-2.14, 0.88, 5.40], [2.98, -3.53, -0.44], [2.18, -3.39, 4.59], [-2.32, -0.77, 2.36], [-0.12, 2.03, -2.88], [-2.08, -0.37, -4.03], [2.06, -0.97, 2.01], [0.87, 2.37, 1.82], [-2.30, -6.07, 2.23], [-2.64, 1.00, 3.74], [0.45, -1.96, 1.93], [5.49, -1.23, -1.06], [3.76, -0.32, -3.27], [0.46, -5.48, -0.51], [-1.41, -3.82, 3.95], [-0.69, 0.26, 4.00], [0.28, 5.82, -1.21], [-2.77, 0.83, 0.27], [1.03, 0.48, 0.05], [-0.44, 5.81, -0.62], [4.32, 3.30, 0.82], [1.76, 1.34, -3.21], [3.14, 1.00, -1.17], [-2.11, -1.50, 1.77], [-3.12, -5.17, 1.21]]}

=====

Question: Look up the multiplicity of the first one.
Answer: 1